#i
An isolated molecule of C5H7IO3. Source: the OMol25 dataset; level of theory: ωB97M-V/def2-TZVPD.

XYZ file:
```
16
Properties=species:S:1:pos:R:3:mulliken_charge:R:1
C 1.719 0.923 0.382 0.686
C 2.176 0.670 -0.957 -0.249
C -0.676 0.725 -0.882 -0.994
C -0.310 -0.383 0.077 0.330
C -1.409 -0.810 1.088 -1.304
O 2.254 1.798 1.077 -0.671
O 0.731 0.207 0.956 -0.369
O 2.919 1.613 -1.477 -0.445
I -1.381 0.043 -2.778 0.047
H 1.673 0.101 -1.629 0.463
H -1.227 1.453 -0.378 0.573
H 0.116 -1.230 -0.373 0.531
H -1.101 -0.578 2.039 0.411
H -1.586 -1.769 0.937 0.352
H -2.401 -0.222 0.880 0.286
H 2.992 2.302 -0.811 0.354
```

Lowest unoccupied orbital energy (spin up / spin down): -0.67 / -1.05 eV
Net charge: 0
HOMO-LUMO gap (spin up / spin down): 8.3 / 7.4 eV
Molar mass: 242.01 g mol⁻¹

---

#ii
An isolated molecule of C5H7IO3. Source: the OMol25 dataset; level of theory: ωB97M-V/def2-TZVPD.

XYZ file:
```
16
Properties=species:S:1:pos:R:3:mulliken_charge:R:1
I -0.874 1.745 -2.352 0.075
C 0.199 1.262 -0.617 0.118
C 0.700 -0.398 -0.452 0.061
O -0.252 -1.153 -1.140 -0.400
C -0.962 -1.856 -0.173 -0.315
C -0.560 -1.157 1.134 -0.416
O 0.747 -0.776 0.826 -0.432
C 1.093 2.280 0.021 -0.557
O -0.117 1.934 0.541 -0.389
H 1.651 -0.460 -0.832 0.565
H -0.467 -2.880 -0.233 0.225
H -2.091 -1.928 -0.345 0.280
H -1.380 -0.318 1.228 0.146
H -0.573 -1.628 2.048 0.473
H 1.890 2.066 0.636 0.259
H 0.997 3.266 -0.291 0.306
```

Lowest unoccupied orbital energy: 0.65 eV
SMILES: I[C@@]1(C2OCCO2)CO1
Net charge: 0
HOMO-LUMO gap: 9.9 eV
Molar mass: 242.01 g mol⁻¹

---

The most stable of them is #ii.

---

#i
An isolated molecule of C2H3N3S. Source: the OMol25 dataset; level of theory: ωB97M-V/def2-TZVPD.

XYZ file:
```
9
Properties=species:S:1:pos:R:3:mulliken_charge:R:1
C 0.484 -0.170 0.043 0.108
C 0.974 -1.438 0.064 -0.070
N 1.118 0.973 0.120 0.269
N 0.855 -2.528 0.033 -0.390
N 2.393 1.035 -0.080 -0.608
S 3.508 -0.141 -0.063 -0.010
H -0.594 -0.223 -0.226 0.271
H 2.723 -1.025 -0.471 0.136
H 0.608 1.892 0.220 0.294
```

Lowest unoccupied orbital energy (spin up / spin down): -0.16 / -0.16 eV
Net charge: 0
HOMO-LUMO gap (spin up / spin down): 7.8 / 7.8 eV
Molar mass: 101.13 g mol⁻¹

---

#ii
An isolated molecule of C2H3N3S. Source: the OMol25 dataset; level of theory: ωB97M-V/def2-TZVPD.

XYZ file:
```
9
Properties=species:S:1:pos:R:3:mulliken_charge:R:1
C 0.957 0.060 -0.153 0.072
C 0.283 1.144 0.132 -0.637
N -1.139 0.575 0.661 -0.060
S -2.183 0.219 -0.712 -0.160
N -1.115 -0.782 0.375 -0.141
N 0.185 -1.088 0.077 -0.076
H 1.981 -0.305 -0.404 0.340
H 0.436 2.140 0.190 0.436
H 0.594 -1.964 -0.164 0.227
```

Lowest unoccupied orbital energy: 0.66 eV
SMILES: c1cn2sn2[nH]1
Net charge: 0
HOMO-LUMO gap: 8.6 eV
Molar mass: 101.13 g mol⁻¹

---

#iii
An isolated molecule of C2H3N3S. Source: the OMol25 dataset; level of theory: ωB97M-V/def2-TZVPD.

XYZ file:
```
9
Properties=species:S:1:pos:R:3:mulliken_charge:R:1
H 1.552 -1.304 -0.465 0.248
N 0.550 -1.226 -0.219 -0.709
C 0.296 0.014 -0.128 0.897
C 1.275 1.082 -0.257 -0.042
N 2.237 1.776 -0.239 -0.371
N -0.980 0.461 0.168 -0.359
S -2.316 -0.641 0.506 -0.136
H -1.134 1.486 0.213 0.266
H -1.479 -1.648 0.423 0.206
```

Lowest unoccupied orbital energy: 0.29 eV
SMILES: [H]/N=C(\C#N)NS
Net charge: 0
HOMO-LUMO gap: 9.3 eV
Molar mass: 101.13 g mol⁻¹

---

#iv
An isolated molecule of C2H3N3S. Source: the OMol25 dataset; level of theory: ωB97M-V/def2-TZVPD.

XYZ file:
```
9
Properties=species:S:1:pos:R:3:mulliken_charge:R:1
S -2.226 0.247 1.603 -0.401
C -0.904 -0.075 0.729 0.113
N -0.534 -1.291 0.206 -0.424
C 0.495 -1.011 -0.530 0.098
N 0.979 0.258 -0.377 -0.268
N 0.056 0.823 0.481 -0.064
H 1.116 -1.582 -1.188 0.385
H 1.151 0.828 -1.206 0.271
H -0.133 1.802 0.282 0.290
```

Lowest unoccupied orbital energy: 0.32 eV
SMILES: S=c1nc[nH][nH]1
Net charge: 0
HOMO-LUMO gap: 8.6 eV
Molar mass: 101.13 g mol⁻¹

---

The most stable of them is #iv.

---

#i
A 2-piece molecular cluster, C4H14N4 overall. Source: the OMol25 dataset; level of theory: ωB97M-V/def2-TZVPD.

XYZ file:
```
22
Properties=species:S:1:pos:R:3:mulliken_charge:R:1
H 0.820 -2.292 0.120 0.163
N -0.206 -2.323 0.261 0.033
N -0.610 -2.573 1.409 -0.559
H 0.107 -2.668 2.152 0.205
C 0.485 2.107 0.166 -1.516
C 0.753 0.600 0.097 0.507
C 1.602 0.256 -1.123 -1.506
N -0.485 -0.184 0.141 0.535
C -1.354 -0.126 -1.014 -1.197
N -1.124 -0.012 1.376 -0.829
H -0.152 2.333 1.018 0.362
H 1.422 2.649 0.278 0.432
H -0.002 2.451 -0.744 0.315
H 1.295 0.314 1.011 0.292
H 1.665 -0.820 -1.260 0.347
H 1.188 0.700 -2.025 0.366
H 2.607 0.647 -0.983 0.411
H -0.804 -0.455 -1.890 0.327
H -2.172 -0.825 -0.846 0.389
H -1.761 0.879 -1.186 0.379
H -2.081 0.318 1.247 0.244
H -1.192 -0.975 1.796 0.301
```

Lowest unoccupied orbital energy: 1.01 eV
SMILES: [H]/N=N\[H].CC(C)N(C)N
Net charge: 0
HOMO-LUMO gap: 8.9 eV
Molar mass: 118.18 g mol⁻¹

---

#ii
C4H14N4 as an isolated structure. Source: the OMol25 dataset; level of theory: ωB97M-V/def2-TZVPD.

XYZ file:
```
22
Properties=species:S:1:pos:R:3:mulliken_charge:R:1
C 0.864 -0.360 -1.324 0.281
C -0.040 0.694 1.817 -0.968
C -1.085 1.407 -0.759 -1.052
C 2.122 -0.443 -0.490 -1.400
N -0.495 -0.333 0.882 0.096
N -0.512 0.083 -0.483 -0.028
N -1.871 -0.686 1.245 -0.686
N 0.319 -1.536 -1.858 -0.866
H 0.910 0.449 -2.061 0.262
H -2.129 -1.467 0.645 0.240
H -1.819 -1.068 2.188 0.259
H 0.590 -2.335 -1.290 0.275
H -0.754 -1.015 -1.284 0.505
H 0.120 0.218 2.785 0.373
H -0.753 1.518 1.936 0.325
H 0.912 1.093 1.476 0.287
H -1.249 1.477 -1.835 0.401
H -2.039 1.508 -0.243 0.300
H -0.421 2.221 -0.455 0.366
H 2.437 0.537 -0.126 0.298
H 1.976 -1.117 0.354 0.352
H 2.916 -0.844 -1.120 0.379
```

Lowest unoccupied orbital energy: 0.94 eV
Net charge: 0
HOMO-LUMO gap: 8.9 eV
Molar mass: 118.18 g mol⁻¹

---

The most stable of them is #i.

---

#i
An isolated molecule of C4H14N4. Source: the OMol25 dataset; level of theory: ωB97M-V/def2-TZVPD.

XYZ file:
```
22
Properties=species:S:1:pos:R:3:mulliken_charge:R:1
C -2.502 -0.425 1.052 -1.166
C -1.356 0.489 0.674 -0.325
N -0.074 -0.498 0.157 0.333
N 0.427 -1.600 0.897 -0.870
C 0.907 0.360 -0.532 0.940
C 1.598 -0.384 -1.683 -1.723
N 0.139 1.477 -1.043 -0.517
N 1.858 0.868 0.415 -0.600
H -2.219 -1.141 1.826 0.322
H -3.347 0.166 1.423 0.384
H -2.866 -0.971 0.177 0.291
H -1.798 1.297 0.085 0.315
H -0.886 0.955 1.540 0.260
H -0.311 -1.948 1.517 0.233
H 0.671 -2.355 0.257 0.195
H 1.997 0.317 -2.425 0.406
H 2.443 -0.966 -1.303 0.402
H 0.914 -1.076 -2.183 0.368
H 0.427 2.434 -0.869 0.189
H -0.405 1.330 -1.887 0.208
H 2.671 0.295 0.626 0.186
H 1.712 1.376 1.280 0.171
```

Lowest unoccupied orbital energy: 1.07 eV
SMILES: CCN(N)C(C)(N)N
Net charge: 0
HOMO-LUMO gap: 8.0 eV
Molar mass: 118.18 g mol⁻¹

---

#ii
A 2-piece molecular cluster, C4H14N4 overall. Source: the OMol25 dataset; level of theory: ωB97M-V/def2-TZVPD.

XYZ file:
```
22
Properties=species:S:1:pos:R:3:mulliken_charge:R:1
N -1.037 2.201 -0.753 -0.769
C -1.370 1.640 -1.894 0.582
N -1.773 0.357 -2.128 -0.402
N -1.067 2.415 -3.047 -0.479
H -1.233 1.583 0.013 0.198
H -2.193 -0.013 -1.270 0.215
H -2.064 0.094 -3.045 0.203
H -1.563 2.276 -3.930 0.211
H -0.803 3.359 -2.794 0.245
C 1.729 -0.012 1.063 -1.193
C 1.036 -1.085 1.896 0.449
C -0.381 -1.394 1.428 -1.104
N 1.757 -2.347 1.905 -0.685
H 1.138 0.908 0.860 0.310
H 2.639 0.292 1.602 0.358
H 2.049 -0.418 0.066 0.255
H 0.972 -0.745 2.956 0.188
H -0.926 -1.886 2.225 0.342
H -0.964 -0.450 1.388 0.216
H -0.403 -1.931 0.469 0.324
H 2.739 -2.104 2.027 0.263
H 1.717 -2.738 0.962 0.275
```

Lowest unoccupied orbital energy: 0.76 eV
SMILES: N=C(N)N.CC(C)N
Net charge: 0
HOMO-LUMO gap: 9.6 eV
Molar mass: 118.18 g mol⁻¹

---

#iii
A 2-piece molecular cluster, C4H14N4 overall. Source: the OMol25 dataset; level of theory: ωB97M-V/def2-TZVPD.

XYZ file:
```
22
Properties=species:S:1:pos:R:3:mulliken_charge:R:1
C 3.570 1.626 0.555 -0.707
N 2.497 0.685 0.844 -0.434
C 1.313 1.087 0.937 0.064
N 0.856 2.433 0.698 -0.702
H 4.191 1.224 -0.244 0.258
H 4.190 1.698 1.449 0.241
H 3.228 2.625 0.286 0.328
H 0.539 0.385 1.240 0.444
H 0.423 2.454 -0.226 0.237
H 0.078 2.602 1.329 0.280
N -3.174 -0.278 -0.188 -0.571
C -2.458 -1.375 -0.841 -0.610
C -0.995 -1.344 -0.435 -0.204
N -0.205 -2.329 -1.167 -0.655
H -3.386 -0.497 0.777 0.204
H -4.058 -0.117 -0.654 0.232
H -2.538 -1.246 -1.920 0.395
H -2.873 -2.363 -0.601 0.286
H -0.605 -0.353 -0.662 0.195
H -0.948 -1.465 0.658 0.230
H 0.778 -2.181 -0.974 0.267
H -0.424 -3.270 -0.859 0.222
```

Lowest unoccupied orbital energy: 0.94 eV
SMILES: C/N=C\N.NCCN
Net charge: 0
HOMO-LUMO gap: 10.2 eV
Molar mass: 118.18 g mol⁻¹

---

The most stable of them is #ii.

---

#i
A 2-piece molecular cluster, C2H3F2N overall. Source: the OMol25 dataset; level of theory: ωB97M-V/def2-TZVPD.

XYZ file:
```
8
Properties=species:S:1:pos:R:3:mulliken_charge:R:1
C -0.695 -0.064 -0.464 -0.466
C 0.504 0.521 -0.050 0.932
N -0.356 0.101 0.973 -0.497
F 1.278 1.551 -0.096 -0.160
F 1.845 -0.934 -0.070 -0.582
H -1.520 0.650 -0.794 0.216
H -0.980 -1.077 -0.956 0.245
H -0.075 -0.748 1.458 0.311
```

Lowest unoccupied orbital energy: -0.01 eV
Net charge: 0
HOMO-LUMO gap: 11.1 eV
Molar mass: 79.05 g mol⁻¹

---

#ii
An isolated molecule of C2H3F2N. Source: the OMol25 dataset; level of theory: ωB97M-V/def2-TZVPD.

XYZ file:
```
8
Properties=species:S:1:pos:R:3:mulliken_charge:R:1
F 1.797 0.599 -0.127 -0.258
C 0.669 0.249 0.531 -0.031
N -0.105 -0.980 0.137 -0.452
C -0.825 0.130 -0.443 0.011
F -1.922 0.605 0.180 -0.247
H 0.753 0.720 1.524 0.315
H 0.391 -1.767 -0.341 0.273
H -0.757 0.444 -1.459 0.390
```

Lowest unoccupied orbital energy: 1.18 eV
SMILES: F[C@@H]1N[C@H]1F
Net charge: 0
HOMO-LUMO gap: 10.4 eV
Molar mass: 79.05 g mol⁻¹

---

The most stable of them is #ii.

---

#i
An isolated ion of composition C5H12N3O and charge +1. Source: the OMol25 dataset; level of theory: ωB97M-V/def2-TZVPD.

XYZ file:
```
21
Properties=species:S:1:pos:R:3:mulliken_charge:R:1
C 2.373 -1.673 0.270 -0.851
N 1.205 -0.839 0.063 0.236
N 1.063 0.186 0.847 -0.476
C 0.208 1.109 0.693 -0.313
N -0.631 1.120 -0.465 0.074
C -0.593 2.292 -1.321 -0.943
C -1.121 -0.019 -0.882 0.074
O -1.489 -1.044 -0.183 -0.257
C -1.663 -1.037 1.235 -0.611
H 2.377 -2.462 -0.476 0.350
H 3.302 -1.104 0.208 0.293
H 2.308 -2.119 1.262 0.292
H 0.820 -0.841 -0.885 0.229
H 0.142 1.925 1.386 0.426
H 0.295 2.284 -1.956 0.353
H -1.482 2.335 -1.945 0.392
H -0.553 3.176 -0.684 0.322
H -1.385 -0.116 -1.937 0.462
H -2.161 -1.980 1.457 0.274
H -2.296 -0.200 1.532 0.339
H -0.717 -0.993 1.779 0.336
```

Lowest unoccupied orbital energy: -4.21 eV
SMILES: CN/N=C\[N+](C)=C/OC
Net charge: +1
HOMO-LUMO gap: 8.9 eV
Molar mass: 130.17 g mol⁻¹

---

#ii
C5H12N3O as an isolated structure. Source: the OMol25 dataset; level of theory: ωB97M-V/def2-TZVPD.

XYZ file:
```
21
Properties=species:S:1:pos:R:3:mulliken_charge:R:1
C -1.877 0.369 0.032 0.597
C 1.451 0.623 1.091 -0.595
C 0.798 -0.734 0.834 -0.807
C 1.651 1.184 -0.313 -0.658
C -0.091 -0.505 -0.364 0.102
N -2.688 -0.373 0.737 -0.262
N -0.247 -1.567 -1.264 -0.623
N 0.458 0.715 -1.056 -0.086
O -1.922 1.468 -0.449 -0.595
H 0.788 1.263 1.671 0.308
H 2.394 0.530 1.624 0.385
H 1.558 -1.473 0.562 0.458
H 0.260 -1.109 1.701 0.318
H 1.722 2.271 -0.332 0.373
H 2.545 0.761 -0.774 0.349
H -2.410 -1.279 1.076 0.225
H -3.608 -0.037 1.002 0.286
H -1.088 -1.578 -1.819 0.251
H -0.018 -2.478 -0.901 0.222
H -0.332 1.427 -1.018 0.395
H 0.653 0.521 -2.042 0.358
```

Lowest unoccupied orbital energy: -2.74 eV
Net charge: +1
HOMO-LUMO gap: 10.3 eV
Molar mass: 130.17 g mol⁻¹

---

The most stable of them is #ii.

---

#i
An isolated molecule of C2H9N5O. Source: the OMol25 dataset; level of theory: ωB97M-V/def2-TZVPD.

XYZ file:
```
17
Properties=species:S:1:pos:R:3:mulliken_charge:R:1
C -1.321 -1.638 -0.563 -0.882
N -0.926 -0.402 -0.089 -0.020
N -1.885 -0.011 0.923 -0.588
C 0.315 0.155 -0.199 0.505
N 0.589 1.391 -0.288 -0.497
O -0.670 1.980 -0.302 -0.420
N 1.404 -0.879 -0.149 -0.257
N 2.745 -0.331 0.467 -0.624
H -2.267 -1.776 -0.940 0.368
H -1.529 -2.331 0.438 0.216
H -0.459 -2.202 -1.163 0.319
H -2.313 1.028 0.757 0.278
H -1.444 -0.246 1.840 0.253
H -1.239 1.293 -0.846 0.436
H 1.088 -1.488 0.561 0.296
H 2.432 0.815 0.604 0.361
H 3.636 -0.411 -0.313 0.258
```

Lowest unoccupied orbital energy: 0.67 eV
SMILES: CN(N)/C(=N\O)NN
Net charge: 0
HOMO-LUMO gap: 9.5 eV
Molar mass: 119.13 g mol⁻¹

---

#ii
A 2-piece molecular cluster, C2H9N5O overall. Source: the OMol25 dataset; level of theory: ωB97M-V/def2-TZVPD.

XYZ file:
```
17
Properties=species:S:1:pos:R:3:mulliken_charge:R:1
C -1.511 0.921 -1.198 -0.593
N -1.444 1.601 0.013 -0.210
O 0.217 1.125 0.824 -0.562
H -0.044 1.105 1.757 0.363
H -1.077 2.540 -0.133 0.293
H -1.657 1.550 -2.083 0.362
H -2.204 0.078 -1.151 0.240
H -0.478 0.371 -1.344 0.356
C 1.033 -0.413 0.672 0.883
N 0.920 -0.605 -0.761 -0.616
N 0.113 -1.281 1.433 -0.072
N -0.351 -2.231 0.797 -0.543
N 2.188 -0.338 1.283 -0.830
H 0.689 -1.569 -0.986 0.296
H 1.743 -0.296 -1.263 0.189
H -1.003 -2.737 1.413 0.244
H 2.867 0.179 0.728 0.201
```

Lowest unoccupied orbital energy (spin up / spin down): -0.65 / -0.65 eV
Net charge: 0
HOMO-LUMO gap (spin up / spin down): 7.9 / 7.9 eV
Molar mass: 119.13 g mol⁻¹

---

The most stable of them is #ii.

---

#i
A 3-piece molecular cluster, CH3NO overall. Source: the OMol25 dataset; level of theory: ωB97M-V/def2-TZVPD.

XYZ file:
```
6
Properties=species:S:1:pos:R:3:mulliken_charge:R:1
C -0.546 -0.068 -0.592 0.116
H 0.681 0.902 1.325 0.207
H 1.105 -0.942 1.310 0.063
H -0.419 -1.045 -1.037 0.393
N 0.734 0.533 -0.456 -0.357
O -1.555 0.619 -0.551 -0.421
```

Lowest unoccupied orbital energy: -3.05 eV
Net charge: 0
HOMO-LUMO gap: 7.0 eV
Molar mass: 45.04 g mol⁻¹

---

#ii
An isolated molecule of CH3NO. Source: the OMol25 dataset; level of theory: ωB97M-V/def2-TZVPD.

XYZ file:
```
6
Properties=species:S:1:pos:R:3:mulliken_charge:R:1
N -0.361 -0.090 -1.026 -0.523
C 0.366 -0.099 0.087 0.123
O 0.079 0.396 1.145 -0.492
H -1.530 -0.320 -0.784 0.312
H -0.077 -1.044 -1.611 0.316
H 1.311 -0.575 -0.107 0.264
```

Lowest unoccupied orbital energy: 0.64 eV
SMILES: NC=O
Net charge: 0
HOMO-LUMO gap: 10.8 eV
Molar mass: 45.04 g mol⁻¹

---

#iii
An isolated molecule of CH3NO. Source: the OMol25 dataset; level of theory: ωB97M-V/def2-TZVPD.

XYZ file:
```
6
Properties=species:S:1:pos:R:3:mulliken_charge:R:1
N -0.970 -0.176 -0.079 -0.363
C 0.098 0.433 0.006 0.069
O 1.125 -0.249 0.002 -0.616
H -1.039 -1.150 0.249 0.272
H -1.920 0.328 0.165 0.263
H 0.159 1.446 0.085 0.376
```

Lowest unoccupied orbital energy: 0.80 eV
SMILES: NC=O
Net charge: 0
HOMO-LUMO gap: 10.5 eV
Molar mass: 45.04 g mol⁻¹

---

The most stable of them is #iii.